The following is a quantum chemistry calculation of the ion C7H13N2O with charge +1, from OMol25.

The charge is +1. The calculation puts the LUMO energy at -5.56 eV. The value obtained for the energy relative to the best compared isomer or geometry (same formula, charge and spin) is 419.5 kJ/mol. The HOMO energy is -13.942 eV. Its SMILES is CC(C)OC1=[NH+]CCC=N1.

Last column: Löwdin charge in e.
Atoms and positions in Å:
C1 1.72 1.17 -0.87  0.0316
C2 0.48 -0.52 -0.25  -0.1677
C3 2.70 0.75 0.18  -0.1015
C4 2.70 -0.77 0.15  -0.1225
C5 -2.31 -0.01 1.43  -0.0006
C6 -2.38 0.52 -1.15  -0.0572
C7 -2.21 -0.54 -0.12  -0.3793
N1 0.58 0.53 -1.07  0.2069
N2 1.34 -1.26 0.29  0.1710
O1 -0.99 -1.33 -0.27  -0.0402
H1 1.94 2.00 -1.40  0.1048
H2 3.68 1.04 -0.01  0.1081
H3 2.27 1.14 1.19  0.1923
H4 3.31 -1.22 -0.65  0.1501
H5 3.28 -1.13 1.09  0.1734
H6 -1.99 -0.82 2.06  0.0698
H7 -1.65 0.87 1.37  0.0705
H8 -3.22 0.40 1.70  0.0532
H9 -1.78 0.24 -1.98  0.0760
H10 -2.05 1.51 -0.84  0.0840
H11 -3.33 0.72 -1.39  0.0454
H12 -3.07 -1.19 -0.19  0.1409
H13 0.98 -2.09 0.72  0.1911



The following is a quantum chemistry calculation of the ion C7H13N2O2 with charge +1, from OMol25.

The charge is +1. The calculation puts the LUMO energy at -5.72 eV. The value obtained for the energy relative to the best compared isomer or geometry (same formula, charge and spin) is 877.7 kJ/mol. The HOMO energy is -13.160 eV.

Last column: Löwdin charge in e.
Atoms and positions in Å:
C1 -0.87 -0.17 -2.08  -0.2604
C2 0.41 -0.25 -2.25  0.1448
C3 -1.62 -0.23 -3.45  0.0322
C4 1.80 -0.56 -2.24  0.0000
C5 0.67 1.40 2.14  0.0091
C6 -0.79 -0.39 3.03  0.0189
C7 0.29 -0.16 1.94  -0.5797
N1 -1.81 0.08 -1.04  0.1210
N2 -0.13 -0.20 0.54  0.1880
O1 -1.34 0.08 0.19  -0.0118
O2 1.42 -0.91 1.95  0.0661
H1 -1.79 0.78 -3.78  0.0945
H2 -1.09 -0.66 -4.30  0.0980
H3 -2.55 -0.72 -3.33  0.0830
H4 1.98 -1.60 -2.23  0.0960
H5 2.14 0.20 -3.01  0.1457
H6 2.18 -0.11 -1.27  0.1523
H7 1.37 1.73 1.38  0.0778
H8 1.12 1.56 3.14  0.1065
H9 -0.22 2.00 2.25  0.0871
H10 -0.45 -0.10 3.97  0.0708
H11 -1.74 0.12 2.85  0.1026
H12 -1.01 -1.40 3.07  0.0688
H13 2.03 -0.47 2.50  0.0887



The following is a quantum chemistry calculation of an isolated molecule of C7H13N3O2, from OMol25.

The charge is 0. The calculation puts the LUMO energy at 0.65 eV. The value obtained for the energy relative to the best compared isomer or geometry (same formula, charge and spin) is 495.4 kJ/mol. The HOMO energy is -7.633 eV. Its SMILES is CN[C@H]1C[C@H]1/N=C/NOC(C)=O.

Last column: Löwdin charge in e.
Atoms and positions in Å:
C1 0.12 0.22 -1.28  -0.3562
C2 0.03 1.71 -1.54  -0.3360
C3 -1.02 -1.12 0.15  -0.2114
C4 0.94 -2.18 2.32  -0.5453
C5 1.23 -2.96 1.03  0.0345
C6 -1.45 3.18 -0.19  -0.1024
C7 1.32 0.95 -1.57  -0.0773
N1 -0.13 -0.24 -0.02  0.1145
N2 -0.13 2.73 -0.66  -0.0923
N3 -1.16 -1.64 1.43  -0.0406
O1 -0.24 -1.59 2.43  0.0453
O2 1.62 -1.97 3.26  0.1393
H1 -0.31 -0.38 -2.11  0.1496
H2 -0.35 1.88 -2.49  0.1175
H3 -1.52 -1.79 -0.57  0.1447
H4 1.86 -3.82 1.12  0.0762
H5 1.71 -2.26 0.42  0.0540
H6 0.16 -3.26 0.56  0.1265
H7 -1.77 2.93 0.87  0.0953
H8 -2.13 2.87 -0.92  0.0502
H9 -1.36 4.28 -0.34  0.0768
H10 1.80 0.83 -2.57  0.1149
H11 2.06 1.17 -0.77  0.1291
H12 -1.89 -2.38 1.37  0.1527
H13 0.60 2.84 0.07  0.1402



The following is a quantum chemistry calculation of the ion C7H13N4 with charge +1, from OMol25.

The charge is +1. The calculation puts the LUMO energy at -4.09 eV. The value obtained for the energy relative to the best compared isomer or geometry (same formula, charge and spin) is 583.6 kJ/mol. The HOMO energy is -11.944 eV. Its SMILES is C=C=C(N)N(N)C(=C)/C=[NH+]/C.

Last column: Löwdin charge in e.
Atoms and positions in Å:
C1 0.14 0.77 -0.47  -0.2507
C2 -2.91 0.28 0.41  -0.0473
C3 -0.42 1.93 -0.99  0.1321
C4 -3.68 1.22 0.84  0.0687
C5 1.53 0.92 -0.08  -0.0137
C6 -2.10 -0.59 -0.05  -0.2886
C7 3.64 -0.21 0.46  -0.0587
N1 2.24 -0.11 0.20  -0.0334
N2 -0.65 -0.32 0.02  -0.0476
N3 0.14 -1.58 0.11  0.0653
N4 -2.42 -1.90 -0.56  0.0977
H1 -1.33 1.93 -1.49  0.0426
H2 0.11 2.94 -0.92  0.1089
H3 -4.05 1.90 0.19  0.0357
H4 -4.06 1.12 1.93  0.1230
H5 2.06 1.96 -0.24  0.1934
H6 3.93 0.41 1.23  0.0590
H7 3.77 -1.31 0.81  0.1228
H8 4.38 -0.14 -0.50  0.1580
H9 0.24 -1.69 1.06  0.0774
H10 1.59 -1.08 0.13  0.1469
H11 -3.06 -2.36 0.00  0.0772
H12 -0.54 -2.28 -0.36  0.1313
H13 -2.70 -1.86 -1.52  0.1000



The following is a quantum chemistry calculation of a structure of composition C7H13N4O, from OMol25.

The charge is +1. The calculation puts the LUMO energy at -3.65 eV. The value obtained for the energy relative to the best compared isomer or geometry (same formula, charge and spin) is 297.2 kJ/mol. The HOMO energy is -13.285 eV.

Last column: Löwdin charge in e.
Atoms and positions in Å:
C1 2.65 -1.20 -0.34  -0.2533
C2 0.34 -1.28 -0.89  -0.1235
C3 -1.95 -1.03 0.92  -0.1030
C4 -2.65 -0.65 -0.94  -0.0970
C5 2.51 -0.18 0.80  -0.0700
C6 -2.07 0.30 0.16  -0.1132
C7 -0.81 0.93 -0.24  -0.3088
N1 1.43 -1.75 -0.73  0.1415
N2 0.16 0.17 -0.69  0.1486
N3 2.94 0.22 -0.52  0.0271
N4 -0.63 2.22 -0.15  0.2467
O1 -2.42 -1.83 -0.17  -0.0970
H1 3.48 -1.85 -0.23  0.1365
H2 -0.47 -1.91 -1.10  0.1173
H3 -0.94 -1.28 1.22  0.1198
H4 -2.67 -1.26 1.69  0.1407
H5 -3.73 -0.56 -1.13  0.1467
H6 -2.05 -0.58 -1.79  0.1033
H7 3.11 -0.38 1.56  0.0735
H8 -2.73 1.00 0.57  0.1379
H9 1.60 0.21 0.98  0.0524
H10 0.92 0.70 -1.14  0.1541
H11 3.86 0.64 -0.70  0.1288
H12 0.05 2.57 -0.81  0.1426
H13 -1.38 2.87 0.05  0.1483



The following is a quantum chemistry calculation of the ion C7H13N4O2 with charge +1, from OMol25.

The multiplicity is 3. The charge is +1. The calculation puts the LUMO energy (spin up / spin down) at -3.16 / -6.06 eV. The value obtained for the energy relative to the best compared isomer or geometry (same formula, charge and spin) is 432.5 kJ/mol. The HOMO energy (spin up / spin down) is -8.865 / -12.964 eV.

Last column: Mulliken spin population.
Atoms and positions in Å:
C1 0.26 2.12 1.44  0.0686
C2 -1.24 2.40 1.23  0.3888
C3 0.95 1.04 1.46  0.1804
C4 -1.91 1.33 -0.81  0.0301
C5 -0.62 1.55 -3.92  -0.0051
C6 1.65 -1.06 2.53  0.0215
C7 0.95 -2.26 1.99  -0.0004
N1 -2.02 2.01 0.38  0.4121
N2 -1.08 1.70 -1.72  0.5200
N3 -2.45 0.07 -0.77  0.0653
N4 1.53 -0.08 1.43  -0.0012
O1 1.55 -2.46 0.72  0.0014
O2 -1.27 0.97 -2.91  0.2110
H1 0.74 3.10 1.49  0.0094
H2 -1.66 3.15 1.88  0.0400
H3 -0.11 2.48 -3.58  -0.0014
H4 -1.26 2.00 -4.75  0.0274
H5 0.09 0.84 -4.41  0.0142
H6 1.16 -0.64 3.36  0.0014
H7 2.65 -1.37 2.78  -0.0006
H8 -0.07 -2.00 1.75  -0.0016
H9 1.15 -2.94 2.76  0.0013
H10 -2.88 -0.05 0.12  0.0029
H11 -2.86 -0.46 -1.44  -0.0017
H12 1.82 -0.52 0.49  0.0167
H13 2.37 -2.99 0.81  -0.0004



The following is a quantum chemistry calculation of a cluster of 2 separate species, C7H13N5O2S in total, from OMol25.

The charge is +2. The calculation puts the LUMO energy (spin up / spin down) at -7.90 / -7.89 eV. The HOMO energy (spin up / spin down) is -14.378 / -14.394 eV.

Last column: Löwdin charge in e.
Atoms and positions in Å:
C1 2.44 -1.41 -0.08  -0.0269
C2 1.70 -0.43 0.59  -0.6602
C3 3.72 -0.95 -0.33  -0.2732
C4 2.63 0.69 0.80  -0.2686
C5 -4.50 -0.64 0.10  -0.4357
C6 -2.22 0.33 -0.25  -0.1534
C7 4.90 1.31 -0.02  0.1070
N1 3.74 0.36 0.16  0.0422
N2 -5.27 -0.79 1.16  0.2536
N3 -5.08 -0.40 -1.05  0.2605
N4 -2.39 0.99 -1.39  0.0797
N5 -3.18 -0.68 0.30  0.0869
O1 4.83 -1.46 -0.79  0.1923
O2 2.46 1.78 1.50  0.2003
S1 0.13 -0.41 1.02  0.9193
H1 2.00 -2.35 -0.38  0.1280
H2 5.59 1.10 0.81  0.1405
H3 5.30 1.40 -0.93  0.0704
H4 4.43 2.24 0.24  0.0811
H5 -6.22 -0.94 1.09  0.1180
H6 -4.89 -1.15 1.99  0.1333
H7 -6.07 -0.30 -1.04  0.1503
H8 -4.52 -0.11 -1.80  0.0994
H9 -3.23 1.26 -1.99  0.1410
H10 -1.60 1.69 -1.40  0.1378
H11 -2.86 -1.11 1.17  0.1409
H12 4.92 -2.42 -0.96  0.1791
H13 3.25 2.38 1.47  0.1564



The following is a quantum chemistry calculation of a structure of composition C7H13NO, from OMol25.

The charge is 0. The calculation puts the LUMO energy at 0.40 eV. The value obtained for the energy relative to the best compared isomer or geometry (same formula, charge and spin) is 547.6 kJ/mol. The HOMO energy is -8.987 eV.

Last column: Löwdin charge in e.
Atoms and positions in Å:
C1 1.57 0.24 -0.64  -0.1787
C2 1.62 1.71 -0.23  -0.1457
C3 1.13 -0.88 0.94  -0.1168
N1 1.36 -2.08 0.88  0.0977
H1 1.12 -2.59 0.03  0.0703
H2 1.30 -0.22 1.79  0.1025
H3 2.58 -0.17 -0.52  0.0730
H4 1.56 0.18 -1.73  0.0905
H5 1.25 1.87 0.79  0.0565
H6 2.64 2.09 -0.24  0.0713
H7 0.99 2.30 -0.89  0.0702
C4 -1.75 0.98 0.53  -0.0569
C5 -1.36 -0.41 0.13  -0.3486
C6 -0.50 -0.53 -1.13  -0.3329
C7 -2.05 -1.47 0.57  0.0588
O1 -0.70 0.25 -2.08  -0.0041
H8 -0.32 -1.60 -1.36  0.1239
H9 -2.56 1.37 -0.09  0.0902
H10 -1.99 1.04 1.59  0.0844
H11 -0.99 1.74 0.37  0.0574
H12 -1.93 -2.46 0.15  0.0651
H13 -2.96 -1.36 1.15  0.0718



The following is a quantum chemistry calculation of a structure of composition C7H13NO, from OMol25.

The charge is 0. The calculation puts the LUMO energy at -0.20 eV. The value obtained for the energy relative to the best compared isomer or geometry (same formula, charge and spin) is 441.5 kJ/mol. The HOMO energy is -7.678 eV.

Last column: Löwdin charge in e.
Atoms and positions in Å:
C1 -0.21 -0.58 -0.55  -0.4055
C2 0.52 -1.93 -0.53  -0.0405
C3 -0.75 -0.25 -1.94  -0.0348
C4 0.34 2.07 0.00  -0.0480
C5 0.72 0.27 1.95  -0.0451
C6 1.00 0.71 0.20  -0.5641
C7 -1.16 -0.53 0.48  -0.0790
N1 -2.10 -0.34 1.20  0.2637
O1 2.21 0.61 -0.06  -0.0457
H1 -3.07 -0.59 1.06  0.1206
H2 0.76 -2.26 0.48  0.0777
H3 1.44 -1.81 -1.11  0.0918
H4 -0.10 -2.72 -0.96  0.0831
H5 -1.37 0.64 -1.93  0.0809
H6 0.09 -0.12 -2.62  0.0963
H7 -1.36 -1.07 -2.34  0.0820
H8 0.92 2.84 0.52  0.0864
H9 -0.68 2.11 0.37  0.0713
H10 0.39 2.32 -1.06  0.0782
H11 0.90 -0.80 2.09  0.0406
H12 1.64 0.73 2.30  0.0537
H13 -0.14 0.68 2.47  0.0363



The following is a quantum chemistry calculation of an isolated molecule of C7H13NO, from OMol25.

The charge is 0. The calculation puts the LUMO energy at 0.83 eV. The value obtained for the energy relative to the best compared isomer or geometry (same formula, charge and spin) is 439.8 kJ/mol. The HOMO energy is -7.468 eV.

Last column: Löwdin charge in e.
Atoms and positions in Å:
C1 -1.35 -1.38 -1.06  -0.1219
C2 -2.54 -0.98 -0.21  -0.1584
C3 -2.16 0.36 0.52  -0.2094
C4 0.72 -0.76 0.07  -0.0480
C5 2.47 0.48 1.35  -0.0756
C6 2.48 0.13 -1.24  -0.0802
C7 1.66 0.38 0.04  -0.4227
N1 -0.25 -0.97 -0.59  0.0166
O1 -3.49 0.98 0.85  -0.1192
H1 -1.67 -2.05 -1.86  0.1132
H2 -3.39 -0.75 -0.87  0.1101
H3 -2.82 -1.52 0.65  0.0965
H4 -1.59 0.06 1.34  0.0830
H5 -1.77 1.06 -0.30  0.1410
H6 3.32 -0.21 1.41  0.0852
H7 1.80 0.20 2.08  0.0340
H8 2.85 1.46 1.52  0.0641
H9 3.26 1.02 -1.36  0.1267
H10 1.93 0.08 -2.15  0.0468
H11 2.83 -0.89 -1.14  0.0746
H12 1.00 1.37 0.00  0.1647
H13 -3.29 1.94 0.94  0.0788



Calculated maximum force in order - 0.163; 0.090; 0.080; 0.095; 0.083; 0.196; 0.121; 0.082; 0.088; 0.111 hartree/bohr